Entry 1:
Entry from the OMol25 dataset: C10H21Cl4I2NO as an isolated structure (ωB97M-V/def2-TZVPD).

Results
HOMO in eV: -8.79
HOMO-LUMO gap in eV: 9.22
LUMO level in Ha: 0.0160

Geometry as XYZ:
```
39
Properties=species:S:1:pos:R:3:forces:R:3
I -0.238 0.142 -2.936 -0.10 -0.14 -0.08
I 1.908 2.633 -1.167 0.08 0.16 -0.06
Cl 2.628 -3.909 0.197 0.00 -0.02 0.01
Cl -1.367 3.626 0.737 -0.14 0.08 -0.03
Cl 3.395 -2.880 -2.947 0.00 -0.01 0.00
Cl 0.182 2.076 3.288 -0.04 0.00 0.02
O -2.168 -0.861 -0.135 0.07 -0.06 -0.15
N -4.804 -0.192 -0.830 -0.03 -0.12 -0.03
C 2.169 -0.301 -0.358 0.01 0.01 0.08
C -0.214 0.456 -0.813 -0.16 -0.02 0.02
C -3.879 0.808 -0.312 0.00 0.11 0.07
C -2.878 0.134 0.598 0.09 -0.07 0.12
C 3.275 -4.916 -1.128 -0.03 0.02 -0.02
C -0.765 -0.775 -0.081 -0.13 0.04 0.09
C 1.154 0.838 -0.277 0.01 -0.15 0.01
C -1.039 4.337 2.339 0.12 -0.06 0.03
C 0.261 3.819 2.905 0.01 0.01 -0.04
C 4.228 -4.146 -2.008 -0.01 0.01 0.00
H -0.917 1.275 -0.683 0.10 0.06 0.03
H 3.189 0.049 -0.488 0.01 0.07 0.08
H -5.378 0.180 -1.576 0.00 0.07 0.05
H 2.426 -5.282 -1.699 0.00 -0.01 0.01
H -3.342 1.356 -1.100 0.06 -0.02 0.01
H -0.394 -1.701 -0.516 0.12 0.02 -0.01
H 3.795 -5.753 -0.668 0.00 0.00 0.00
H 5.002 -3.661 -1.419 0.01 0.00 0.00
H -4.267 -0.954 -1.229 -0.01 0.02 0.00
H 2.139 -0.891 0.559 -0.06 -0.05 -0.02
H -3.398 -0.364 1.423 -0.04 0.00 -0.05
H -1.882 4.108 2.983 0.01 -0.01 0.01
H 4.687 -4.826 -2.723 0.01 0.00 0.00
H -2.190 0.868 1.029 -0.03 0.02 -0.04
H -4.425 1.546 0.283 -0.04 -0.01 -0.06
H -0.962 5.414 2.202 -0.03 0.00 -0.01
H 0.981 1.156 0.753 0.13 -0.08 0.00
H 1.947 -0.963 -1.196 0.02 0.04 -0.01
H 0.495 4.339 3.832 -0.01 -0.01 0.01
H -0.428 -0.741 0.967 -0.02 0.09 -0.01
H 1.072 3.953 2.194 0.01 0.00 0.01
```
Forces are in eV/Å.

***

Entry 2:
Entry from the OMol25 dataset: C36H38GdN9O3S3 as an isolated structure (ωB97M-V/def2-TZVPD).

Results
HOMO (alpha / beta) in eV: -7.37 / -7.35
<S²>: 16.036
Energy above the lowest of the compared OMol25 structures with the same formula, charge and spin in kcal/mol: 0.0
Spin multiplicity: 8
HOMO-LUMO gap (alpha / beta) in eV: 7.36 / 5.43
LUMO level (alpha / beta) in Ha: -0.0005 / -0.0706

Geometry as XYZ:
```
90
Properties=species:S:1:pos:R:3:forces:R:3
Gd 0.414 0.424 -0.906 0.93 0.54 -0.08
S 1.368 3.071 -0.460 -0.31 -0.25 -1.57
S 2.354 4.310 1.864 0.08 2.13 -0.24
S -2.547 1.889 -0.956 -1.19 0.33 -0.80
O -3.282 3.079 -1.277 -0.33 0.31 0.07
O -1.857 1.884 0.301 0.60 -0.28 1.15
O 2.305 -0.933 -1.161 -0.50 0.41 0.52
N 0.611 0.642 -3.447 0.60 0.31 0.38
N 1.754 0.585 1.178 0.16 -0.56 0.41
N -1.516 1.459 -2.032 0.64 -0.38 -0.39
N -0.915 -0.695 0.674 -1.44 -1.26 1.15
N -1.675 -2.794 -0.011 1.45 0.64 -0.74
N -0.463 -1.780 -1.738 0.69 -1.21 -1.43
N -2.566 -1.921 1.932 -0.08 -0.36 -0.22
N -0.749 -4.144 -1.622 0.22 -1.25 0.95
N 1.921 1.771 1.858 0.18 0.57 -0.65
C 2.700 -4.184 1.347 -0.58 -1.15 1.87
C -0.852 -2.862 -1.181 -1.57 1.20 1.45
C -3.770 0.576 -0.840 0.59 0.62 -0.34
C -0.318 1.369 -4.091 -1.66 0.37 -0.56
C -1.687 -1.713 0.883 -0.55 -1.57 -0.61
C 4.529 3.863 3.495 -0.03 -0.79 -0.10
C 5.291 3.034 2.708 -0.78 -1.41 -1.62
C 1.884 2.851 1.113 -0.25 -1.67 1.41
C -2.298 2.847 -5.437 -0.46 1.30 0.69
C 5.197 4.569 4.455 -1.19 1.12 1.68
C 6.542 4.419 4.686 0.86 0.09 -0.01
C 6.607 2.784 2.953 1.30 0.59 0.63
C 0.729 0.955 -6.185 0.37 -0.01 -0.33
C -2.829 -0.816 2.820 0.75 0.35 0.43
C 7.266 3.491 3.953 -0.53 0.23 0.25
C -3.836 -0.504 -1.696 1.20 0.60 0.56
C -4.699 -1.525 -1.402 -0.43 -1.18 -0.35
C 2.380 -2.944 1.886 1.24 0.35 0.14
C -2.375 2.668 -4.027 0.27 -0.85 -0.16
C -3.580 -3.024 2.025 1.96 -1.26 -2.36
C 2.697 -3.189 -0.805 -0.42 0.28 -0.68
C -6.702 -2.438 -0.061 -1.65 1.57 -1.44
C 2.262 -0.427 1.814 0.02 -0.07 -0.84
C 3.043 3.831 3.432 -0.43 -1.91 -0.48
C 1.673 0.245 -5.515 1.52 -0.54 -0.30
C -1.490 1.839 -3.353 0.72 0.42 -0.85
C -4.673 0.738 0.183 0.09 0.56 -0.31
C 2.842 -4.314 -0.007 0.22 0.54 -1.97
C -5.613 -0.238 0.394 0.50 -0.05 -0.41
C -1.269 2.368 -6.162 0.20 -1.10 0.86
C 1.653 0.173 -4.109 -0.37 -0.61 -0.14
C 2.356 -1.759 1.129 -0.75 0.25 0.67
C -0.275 1.605 -5.497 -0.57 0.08 0.89
C -5.606 -1.409 -0.352 -0.61 -0.78 -0.20
C 2.931 -0.165 3.141 1.10 -0.47 -1.18
C 2.422 -1.896 -0.273 0.36 -0.17 -1.32
H 8.294 3.287 4.178 0.38 0.05 0.00
H 2.717 -3.177 -1.927 0.25 -0.39 1.19
H 2.461 -0.225 -6.123 -0.26 0.14 0.68
H -4.229 -2.899 2.851 -0.66 0.65 0.59
H -3.106 -4.039 2.204 -0.09 1.11 -0.10
H 2.698 4.475 4.189 -0.91 0.78 0.84
H 2.560 2.794 3.529 1.10 1.27 0.39
H -3.173 3.083 -3.448 -0.37 0.26 -0.05
H 7.013 5.044 5.435 0.07 -0.18 0.09
H -3.030 3.504 -5.923 0.06 -0.49 0.24
H -0.166 -4.260 -2.433 0.18 -0.20 0.03
H -1.284 2.332 -7.217 0.14 0.45 -1.05
H -6.767 -2.648 1.005 -0.10 -0.22 -0.09
H -3.048 -1.246 3.797 -0.44 0.30 -0.02
H 2.220 0.239 3.822 -0.34 0.78 0.54
H 0.104 -2.019 -2.586 -0.47 0.36 0.89
H -7.693 -1.910 -0.403 1.57 -0.93 0.96
H 3.103 -5.244 -0.506 -0.10 -0.05 0.34
H 4.601 5.188 5.163 0.51 -0.25 -0.66
H -4.633 1.698 0.686 -0.27 -0.24 0.45
H 3.292 -1.091 3.572 0.38 -0.06 -0.02
H 4.809 2.477 1.893 0.04 0.24 0.31
H -4.130 -3.152 1.053 0.17 0.44 1.02
H -6.357 -0.056 1.112 -0.97 -0.05 0.97
H -2.135 -3.645 0.235 -0.16 -0.13 0.19
H 0.765 1.040 -7.257 0.05 -0.04 -0.28
H 2.792 -5.105 1.987 -0.10 1.23 -0.53
H -0.585 -4.832 -0.852 -0.05 0.82 -1.29
H -1.921 -0.207 2.998 -0.49 -0.27 -0.22
H 2.393 -0.358 -3.491 -0.22 0.25 -0.50
H -6.720 -3.338 -0.694 0.58 0.16 0.44
H 2.376 -2.817 2.957 -0.30 -0.25 0.18
H -3.616 -0.193 2.390 -0.05 0.13 0.50
H 3.780 0.551 2.904 -1.00 -0.78 0.78
H -4.617 -2.435 -2.018 -0.42 0.38 0.38
H 7.213 2.087 2.414 -0.16 -0.44 -0.56
H -1.173 -0.006 1.356 0.22 0.74 0.25
H -3.093 -0.562 -2.469 0.09 -0.21 -0.36
```
Forces are in eV/Å.

***

Entry 3:
Entry from the OMol25 dataset: C23H25ILuN4O2SSi as an isolated structure (ωB97M-V/def2-TZVPD).

Results
HOMO in eV: -10.87
Total charge: +1
HOMO-LUMO gap in eV: 7.97
LUMO level in Ha: -0.1064

Geometry as XYZ:
```
58
Properties=species:S:1:pos:R:3:forces:R:3
Lu -0.604 -0.101 -0.092 -0.14 -0.01 0.52
I 7.256 3.438 0.297 -0.40 -0.28 -0.34
S 1.704 1.689 3.993 -0.45 -0.83 -0.37
Si -2.601 -0.816 -3.047 -0.54 -0.39 0.42
O 1.538 -0.454 -0.571 -0.37 1.14 -0.33
O 0.540 1.544 -0.894 1.52 -1.22 -0.20
N 0.050 0.614 2.217 -0.14 1.14 1.03
N -1.532 -1.204 -1.719 0.19 -0.66 1.42
N -0.951 -2.274 0.295 0.03 -1.10 0.24
N 2.128 -0.409 2.301 -0.42 -0.10 -1.48
C -0.269 -3.101 2.471 0.00 1.45 0.47
C 2.941 1.485 -0.921 0.33 -0.14 -0.50
C 4.094 0.743 -1.082 1.68 0.95 1.02
C -1.692 0.116 -4.361 0.34 0.92 0.43
C -0.471 -3.349 1.028 0.50 -0.99 -2.14
C 0.089 2.333 3.934 -0.86 1.11 -1.13
C -0.389 3.538 4.562 0.33 -0.65 -1.30
C -1.269 -2.390 -1.035 0.05 0.07 -1.00
C -3.272 -2.236 -3.992 1.00 -2.90 -1.23
C 5.368 1.278 -0.813 -0.64 0.83 0.13
C -2.423 3.186 3.265 0.12 1.43 0.48
C 5.452 2.627 -0.448 -0.17 -0.35 0.36
C -1.955 2.066 2.607 0.80 -0.08 0.23
C -1.667 3.969 4.184 -0.08 -1.14 0.75
C -0.167 -4.576 0.371 -0.54 1.62 1.12
C -4.035 0.086 -2.201 -0.18 0.10 0.22
C 1.247 0.515 2.761 0.52 -0.26 -0.71
C -1.182 -3.662 -1.643 -0.40 0.84 -0.58
C 1.622 0.801 -0.857 -0.36 1.58 0.25
C 3.079 2.863 -0.707 -0.13 0.12 0.24
C -0.640 -4.690 -0.943 0.21 -0.18 0.11
C 4.304 3.447 -0.413 0.87 -1.73 -0.39
C -0.634 1.663 2.883 -0.18 0.47 1.05
H -2.190 4.777 4.755 0.78 -0.52 -0.97
H -4.739 -0.653 -1.810 0.17 -0.37 -0.02
H -0.615 -5.596 -1.499 0.46 -0.89 0.01
H -0.604 -0.202 -4.394 -1.28 0.67 -0.10
H -3.737 -3.149 -3.490 0.26 1.44 -0.52
H 2.958 -0.596 2.793 1.00 0.07 0.71
H 0.720 -2.646 2.672 -0.42 -0.07 -0.15
H -1.052 -2.379 2.799 0.62 -0.47 -0.05
H 4.511 4.435 -0.083 -0.69 0.89 -0.09
H -3.866 -1.921 -4.885 0.15 -0.15 0.88
H -3.776 0.673 -1.278 -0.15 0.05 -1.12
H -2.190 0.015 -5.345 0.43 -0.03 0.52
H -3.363 3.666 3.044 -0.49 -0.62 -0.23
H -2.572 1.470 1.925 0.05 0.41 0.11
H 0.408 -5.368 0.879 -0.75 0.43 -0.23
H 0.304 4.197 5.118 -0.65 -0.78 0.07
H 6.246 0.637 -0.780 -0.19 0.14 -0.26
H -0.336 -3.974 3.086 -0.11 -0.65 0.14
H -2.319 -2.698 -4.500 -1.48 0.77 0.76
H 2.184 3.439 -0.750 -0.48 0.50 0.30
H 4.127 -0.275 -1.291 -0.61 -1.75 -0.38
H -4.658 0.621 -2.940 0.42 0.37 0.49
H -1.851 1.175 -4.024 0.81 -0.50 -0.63
H -1.455 -3.798 -2.701 0.03 0.18 0.73
H 2.204 -0.590 1.272 -0.41 0.16 1.26
```
Forces are in eV/Å.

***

Entry 4:
Entry from the OMol25 dataset: C9H20O4Si2 as an isolated structure (ωB97M-V/def2-TZVPD).

Results
HOMO in eV: -10.36
HOMO-LUMO gap in eV: 11.02
LUMO level in Ha: 0.0244

Geometry as XYZ:
```
35
Properties=species:S:1:pos:R:3:forces:R:3
Si 1.064 1.613 -2.008 -0.39 1.06 -1.87
Si -1.705 -1.443 2.001 -0.38 1.20 0.38
O -0.394 -1.778 1.010 1.07 -0.34 -0.45
O 1.162 -0.760 2.288 0.15 -0.01 -0.05
O 0.783 0.373 -0.901 0.91 -1.48 0.17
O 2.621 -0.611 -1.817 -1.07 0.25 1.36
C 1.765 -0.561 -0.941 0.91 0.39 -1.02
C -0.472 2.678 -1.962 0.59 0.05 -0.37
C -3.107 -2.565 1.488 0.23 -0.30 -0.69
C 0.855 -1.341 1.281 -0.58 0.63 0.05
C 1.360 0.954 -3.800 0.37 0.80 0.78
C -1.190 -1.701 3.756 0.16 -0.32 -0.35
C 2.543 2.569 -1.433 -0.78 0.32 0.30
C -2.099 0.389 1.751 0.36 -0.94 -0.79
C 1.807 -1.561 0.155 -0.54 -0.93 0.20
H 1.570 -2.509 -0.297 -0.25 -0.46 -0.41
H 2.337 3.643 -1.468 0.04 -0.10 0.01
H -3.375 -3.219 2.311 -0.28 0.02 0.21
H 2.827 2.307 -0.419 0.13 -0.04 0.16
H -3.981 -2.050 1.092 -0.14 0.26 0.41
H 1.710 1.701 -4.519 -0.39 0.42 0.24
H 0.556 0.408 -4.266 -0.34 -0.27 0.02
H -0.597 3.281 -1.073 -0.04 -0.01 0.35
H -1.189 -2.768 3.968 -0.05 -0.08 0.39
H -1.346 2.076 -2.132 -0.56 -0.26 0.01
H -2.854 -3.235 0.658 0.39 0.06 0.14
H -2.377 0.553 0.701 -0.05 0.07 0.21
H -1.233 1.013 1.965 -0.04 0.00 0.17
H -0.399 3.374 -2.806 0.01 -0.04 0.03
H -0.210 -1.281 3.950 0.04 -0.09 -0.08
H 2.229 0.331 -3.678 0.06 -0.54 -0.17
H -1.880 -1.164 4.376 -0.62 0.01 0.60
H -2.933 0.635 2.383 -0.39 0.38 0.31
H 2.818 -1.697 0.495 0.44 0.42 0.28
H 3.332 2.349 -2.105 1.04 -0.13 -0.49
```
Forces are in eV/Å.

***

Entry 5:
Entry from the OMol25 dataset: a 2-piece molecular cluster, C3H8NO overall (ωB97M-V/def2-TZVPD).

Results
HOMO (alpha / beta) in eV: -5.34 / -9.75
<S²>: 0.753
Energy above the lowest of the compared OMol25 structures with the same formula, charge and spin in kcal/mol: 28.8
Spin multiplicity: 2
HOMO-LUMO gap (alpha / beta) in eV: 5.97 / 10.38
LUMO level (alpha / beta) in Ha: 0.0233 / 0.0230

Geometry as XYZ:
```
13
Properties=species:S:1:pos:R:3:forces:R:3
O -0.663 0.598 0.711 0.10 1.52 -0.71
N 0.268 -1.765 -0.072 0.99 -0.10 0.67
C -0.697 -2.234 -0.884 -2.10 0.37 -1.22
C -0.029 1.784 0.285 0.68 0.74 1.45
C 1.211 1.892 -0.198 -1.05 -1.58 0.32
H 1.805 2.775 -0.012 -0.29 0.25 -0.84
H 1.082 -2.337 0.062 0.11 0.40 0.25
H 1.637 0.960 -0.574 0.44 0.39 0.24
H 0.142 -0.819 0.312 0.51 -1.21 -0.19
H -1.549 -1.572 -1.001 0.09 -0.05 -0.03
H -0.991 0.866 1.580 -0.26 -0.50 -0.16
H -0.889 -3.248 -1.201 0.67 -0.18 0.36
H -0.558 2.660 0.664 0.10 -0.05 -0.14
```
Forces are in eV/Å.